Below is a structure of composition C22H17Br2GdN3O6 in a non-equilibrium geometry, with properties calculated with ωB97M-V/def2-TZVPD.

Calculated values
E = -7377.80683 a.u.
Frontier orbital gap (alpha / beta) = 5.5360 / 6.9399 eV
HOMO energy (alpha / beta) = -10.616 / -10.711 eV

```
! RIJCOSX wB97M-V def2-TZVPD def2/J DEFGRID3
* xyz 1 8
Gd 0.81970 -2.30354 1.12865
Br 6.64633 1.92541 -0.59246
Br -0.00496 -0.51288 3.32917
O 1.43919 -3.92939 2.34487
O -1.44137 -5.00743 2.06289
O 1.26879 -0.76129 -0.49225
O 1.44439 -6.21203 2.86797
O 3.29207 -1.84110 0.83029
O 0.04623 -4.62810 0.37134
N -0.05944 1.53793 -1.13777
N 1.18341 3.19587 -1.82494
N -1.49552 -1.36583 0.86609
C 4.73227 0.06220 0.31540
C -0.84971 4.58578 -2.78467
C -2.79515 -0.23119 2.50461
C -0.31811 -5.05347 1.52995
C -3.83766 -0.92228 0.43544
C -0.94235 2.46752 -1.66962
C -2.59014 -1.38963 0.03984
C 0.96987 -5.24804 2.32467
C -3.94183 -0.34322 1.73314
C -5.10156 -0.99212 -0.43055
C 4.34999 -2.50516 1.60719
C 3.50768 -0.60713 0.27787
C 2.45518 1.31724 -0.80588
C 2.38257 -0.04883 -0.38896
C -1.57517 -0.76314 2.05599
C -0.17451 3.55344 -2.13515
C 3.73468 1.97622 -0.80288
C -2.26148 4.56455 -2.81488
C 1.21502 1.96513 -1.24194
C -2.31602 2.42282 -1.75837
C 4.85085 1.28937 -0.32685
C -2.98240 3.48487 -2.32491
H -4.07168 3.46971 -2.35833
H 3.82486 2.97308 -1.21597
H -0.30154 0.63357 -0.74257
H -0.31876 5.47454 -3.15747
H -2.47595 -1.84196 -0.92264
H -5.52978 -1.98982 -0.42863
H 1.99350 3.80184 -1.97429
H -2.82296 0.31946 3.43597
H -4.99173 -0.66261 -1.48086
H -5.85238 -0.32447 0.05008
H 5.63162 -0.38294 0.72936
H 3.83811 -3.23561 2.24842
H 4.88544 -1.78307 2.25559
H -4.91843 -0.06373 2.12131
H -2.77220 5.41047 -3.24600
H 5.05754 -3.01967 0.96084
H -2.82650 1.53867 -1.36807
*
```